No. 1
C4H14N2O | ωB97M-V/def2-TZVPD

Values from the calculation:
Energy relative to the best compared isomer or geometry (same formula, charge and spin) = 1.637 eV
SMILES string = NCCCCN.O
LUMO level = 0.57 eV
HOMO energy = -9.2 eV
Molecular weight = 106.2 g mol⁻¹

CARTESIAN COORDINATES (ANGSTROEM)
N 2.1594 2.0188 0.2670
C 0.9560 1.3119 -0.1425
C 1.2044 -0.2278 -0.3786
C 0.2186 -0.7515 -1.4411
C -0.4882 -2.0685 -1.1274
N -1.3830 -2.2374 0.0028
H 2.4585 1.7739 1.1983
H 2.8724 1.7827 -0.4100
H 0.6755 1.6778 -1.1271
H 0.0957 1.3445 0.5345
H 0.9516 -0.7678 0.5448
H 2.2555 -0.4597 -0.5171
H 0.8524 -1.0481 -2.3100
H -0.5260 -0.0435 -1.8162
H -1.0484 -2.3798 -2.0210
H 0.2699 -2.8763 -1.1146
H -2.2754 -1.7532 -0.0597
H -1.0128 -1.8207 0.8573
O -2.2853 1.7350 2.2863
H -2.1931 1.0212 2.9471
H -1.9518 1.3015 1.4867

---

No. 2
C16H30N5O7 | ωB97M-V/def2-TZVPD

Values from the calculation:
LUMO level = -4.50 eV
HOMO energy = -11.1 eV
Molecular weight = 404.4 g mol⁻¹
Net charge = +1

CARTESIAN COORDINATES (ANGSTROEM)
C -4.8798 3.8386 3.9064
C -4.8381 3.8660 2.3719
N -3.5255 3.3270 1.9109
C -2.4539 4.1343 1.9910
C -1.2075 3.6786 1.6154
C -1.0787 2.3750 1.1503
C 0.3034 1.9332 0.7507
O 1.2487 2.4020 1.2922
O 0.3489 1.0569 -0.2526
C -2.1976 1.5476 1.0787
O -2.1290 0.2504 0.6986
C -3.4253 2.0683 1.4731
H -5.8807 3.6577 4.2758
H -4.4337 4.7342 4.3237
H -4.2603 3.0063 4.2362
H -4.8849 4.8810 1.9990
H -5.6361 3.2707 1.9471
H -2.5864 5.1328 2.3716
H -0.3320 4.3038 1.6678
H 0.9795 0.3563 -0.0083
H -2.1807 0.1555 -0.2597
H -4.3183 1.4650 1.4534
O 2.2816 -1.3570 0.3836
C 3.1787 -1.8700 -0.2829
N 4.4705 -1.5318 -0.0776
C 2.9264 -2.8937 -1.3533
H 5.2321 -1.9265 -0.5969
H 4.6705 -0.8435 0.6290
H 2.2839 -2.4607 -2.1167
H 2.4249 -3.7515 -0.9062
H 3.8414 -3.2296 -1.8298
O 4.2316 -3.1777 -4.1615
C 5.1086 -3.6806 -4.8441
N 6.4157 -3.3515 -4.6817
C 4.8115 -4.6991 -5.9162
H 7.1530 -3.7506 -5.2314
H 6.6471 -2.6701 -3.9801
H 4.1406 -4.2537 -6.6480
H 4.3195 -5.5563 -5.4608
H 5.7108 -5.0406 -6.4264
O 3.7605 -2.0185 5.4851
C 3.2684 -2.2456 4.3988
N 3.7976 -1.7385 3.2513
C 2.0355 -3.1022 4.2265
H 3.4132 -1.9083 2.3388
H 4.6196 -1.1655 3.3358
H 1.2170 -2.6569 4.7888
H 2.2384 -4.0946 4.6244
H 1.7371 -3.1941 3.1822
O -6.6777 2.6649 -1.4872
C -5.7368 2.1855 -2.0832
N -4.4587 2.5818 -1.7900
C -5.8852 1.1408 -3.1596
H -3.6429 2.2205 -2.2481
H -4.3545 3.2860 -1.0811
H -6.5012 1.5465 -3.9592
H -6.3830 0.2696 -2.7383
H -4.9275 0.8320 -3.5773